# C2H4NP

A cluster of 2 separate species, C2H4NP in total (ωB97M-V/def2-TZVPD, the Open Molecules 2025 dataset).

Cartesian coordinates (Å):
C: -0.020 -0.507 0.008
C: 1.175 -0.955 -0.564
N: 0.807 -0.915 0.885
P: -1.834 -0.270 0.063
H: 1.413 -1.814 -1.153
H: 2.346 0.071 -0.844
H: -1.561 -0.088 1.431
H: -1.751 -1.646 0.101

Values from the calculation:
E ... -12912.731 eV
Gap between HOMO and LUMO ... 10.264 eV
Max |F| ... 0.119 Eh/bohr
Spin multiplicity ... 1

Here are the Mulliken charges for atoms 1 to 2, given in e:
1 C 0.1640
2 C -0.2102

# C2H4NP

A cluster of 2 separate species, C2H4NP in total (ωB97M-V/def2-TZVPD, the Open Molecules 2025 dataset).

Cartesian coordinates (Å):
C: -0.787 -1.281 -1.067
C: 0.318 1.240 1.011
N: 0.096 -1.927 -0.418
P: 0.782 -0.538 -1.171
H: -1.676 -1.591 -1.559
H: -0.351 0.819 1.743
H: 0.222 2.063 0.258
H: 1.395 1.215 1.202

Values from the calculation:
E ... -12912.744 eV
Gap between HOMO and LUMO (alpha / beta) ... 7.290 / 7.290 eV
Max |F| ... 0.085 Eh/bohr
Spin multiplicity ... 1

Here are the Mulliken charges for atoms 1 to 2, given in e:
1 C 0.0565
2 C -1.0671

> Number 1 is which compound?

C2H4NP